No. 1
This record from the OMol25 dataset describes a cluster of 14 separate species, C88H90Cl8N6O8 in total at a distorted geometry. The level of theory is ωB97M-V with the def2-TZVPD basis set.

```
! wB97M-V def2-TZVPD RIJCOSX def2/J DEFGRID3
* xyz 0 1
Cl -7.24 0.03 0.03
C -8.98 0.44 -0.01
C -9.50 0.48 1.42
Cl -11.23 0.89 1.43
H -9.54 -0.37 -0.48
H -9.08 1.35 -0.58
H -9.08 1.28 2.03
H -9.26 -0.43 1.98
Cl 5.15 2.72 5.52
C 3.53 1.93 5.59
C 3.82 0.43 5.61
Cl 2.28 -0.39 5.99
H 3.04 2.18 4.65
H 2.96 2.34 6.42
H 4.48 0.17 6.44
H 4.26 0.00 4.73
Cl -3.29 -5.61 -1.03
C -3.65 -7.25 -1.65
C -5.05 -7.49 -2.08
Cl -6.23 -7.27 -0.75
H -3.38 -7.89 -0.80
H -2.93 -7.46 -2.44
H -5.23 -8.49 -2.48
H -5.32 -6.89 -2.95
Cl -5.41 0.16 4.05
C -5.70 1.86 3.62
C -6.06 2.74 4.79
Cl -4.80 2.82 6.05
H -6.56 1.84 2.95
H -4.87 2.25 3.02
H -6.94 2.34 5.27
H -6.38 3.70 4.38
C 1.51 4.91 7.04
C 2.67 5.76 6.55
C 2.58 6.09 5.05
C 2.50 4.90 4.24
N 2.46 3.96 3.59
H 1.41 3.99 6.45
H 0.56 5.44 6.93
H 1.71 4.69 8.09
H 3.61 5.26 6.77
H 2.70 6.64 7.20
H 3.40 6.70 4.66
H 1.71 6.74 4.93
C 0.90 -8.14 0.45
C 0.15 -6.85 0.23
C 0.38 -6.16 -1.10
C 0.14 -6.96 -2.29
N -0.13 -7.64 -3.18
H 1.99 -8.04 0.40
H 0.64 -8.91 -0.28
H 0.77 -8.61 1.42
H 0.41 -6.14 1.02
H -0.90 -7.14 0.34
H 1.43 -5.88 -1.15
H -0.23 -5.25 -1.07
C -0.90 4.79 1.72
C -2.30 4.24 1.49
C -2.37 3.56 0.09
C -2.61 4.59 -0.91
N -2.77 5.37 -1.73
H -0.87 5.46 2.58
H -0.69 5.46 0.87
H -0.09 4.06 1.71
H -3.08 4.99 1.64
H -2.47 3.43 2.20
H -3.14 2.79 0.09
H -1.42 3.08 -0.13
C -1.77 3.57 5.19
C -1.62 2.12 4.71
C -0.48 1.33 5.37
C -0.48 1.42 6.84
N -0.55 1.54 7.98
H -2.66 4.03 4.77
H -0.99 4.22 4.79
H -1.78 3.62 6.28
H -1.38 2.07 3.65
H -2.60 1.68 4.89
H 0.50 1.69 5.07
H -0.53 0.30 5.03
C -5.17 -7.10 3.02
C -4.13 -6.01 3.15
C -4.64 -4.63 2.68
C -5.82 -4.11 3.34
N -6.80 -3.75 3.83
H -5.55 -7.26 2.01
H -6.05 -6.83 3.61
H -4.81 -8.06 3.39
H -3.19 -6.27 2.68
H -3.98 -5.79 4.21
H -4.92 -4.69 1.62
H -3.87 -3.86 2.67
C -0.77 -3.07 -2.85
C -1.33 -1.73 -3.37
C -2.41 -1.97 -4.44
C -3.54 -2.81 -4.01
N -4.39 -3.52 -3.69
H -0.34 -2.93 -1.86
H -0.05 -3.51 -3.55
H -1.61 -3.76 -2.77
H -0.56 -1.07 -3.75
H -1.84 -1.27 -2.53
H -1.97 -2.55 -5.26
H -2.92 -1.10 -4.86
C 3.34 -1.23 -3.61
C 2.90 -1.93 -2.52
C 3.77 -2.23 -1.47
C 5.07 -1.80 -1.50
C 5.52 -1.04 -2.61
C 4.64 -0.69 -3.62
C 6.89 -0.45 -2.67
O 7.27 0.37 -3.48
C 7.91 -1.22 -1.88
C 9.25 -1.13 -2.15
C 10.21 -1.74 -1.36
C 9.80 -2.67 -0.44
C 8.43 -2.86 -0.21
C 7.48 -2.06 -0.80
C 6.05 -2.18 -0.44
O 5.71 -2.65 0.63
H 2.67 -0.92 -4.40
H 1.90 -2.33 -2.49
H 3.41 -2.88 -0.67
H 4.97 -0.17 -4.51
H 9.59 -0.51 -2.97
H 11.27 -1.63 -1.56
H 10.54 -3.27 0.09
H 8.15 -3.56 0.57
C -0.10 4.46 -5.11
C -0.77 4.56 -6.33
C -1.99 3.94 -6.55
C -2.52 3.11 -5.56
C -1.82 2.94 -4.36
C -0.65 3.66 -4.13
C -2.32 2.02 -3.31
O -1.76 1.89 -2.24
C -3.58 1.26 -3.59
C -4.08 0.34 -2.69
C -5.25 -0.37 -2.95
C -5.91 -0.20 -4.17
C -5.42 0.72 -5.10
C -4.27 1.43 -4.80
C -3.82 2.42 -5.81
O -4.45 2.68 -6.81
H 0.90 4.86 -5.04
H -0.31 5.11 -7.14
H -2.48 3.99 -7.51
H -0.13 3.58 -3.18
H -3.64 0.21 -1.71
H -5.63 -1.08 -2.22
H -6.72 -0.85 -4.45
H -5.92 0.85 -6.04
C -3.63 -1.21 0.70
C -3.26 -2.49 0.33
C -1.93 -2.88 0.49
C -0.95 -1.99 0.91
C -1.33 -0.70 1.30
C -2.68 -0.35 1.27
C -0.36 0.38 1.56
O -0.78 1.51 1.61
C 1.05 -0.06 1.85
C 1.91 0.83 2.52
C 3.22 0.39 2.72
C 3.66 -0.85 2.30
C 2.77 -1.72 1.75
C 1.43 -1.38 1.53
C 0.48 -2.36 0.98
O 0.89 -3.40 0.49
H -4.64 -0.85 0.59
H -4.01 -3.16 -0.08
H -1.69 -3.88 0.14
H -3.01 0.64 1.54
H 1.60 1.75 2.98
H 3.84 1.03 3.32
H 4.65 -1.17 2.62
H 3.04 -2.73 1.47
C 7.45 5.01 -6.10
C 6.33 4.68 -6.84
C 5.19 4.15 -6.25
C 5.19 3.85 -4.89
C 6.34 4.11 -4.14
C 7.44 4.71 -4.74
C 6.47 3.73 -2.70
O 7.51 3.93 -2.10
C 5.33 3.00 -2.11
C 5.36 2.57 -0.80
C 4.39 1.78 -0.25
C 3.24 1.45 -0.99
C 3.13 2.04 -2.25
C 4.15 2.82 -2.83
C 3.97 3.34 -4.23
O 2.91 3.20 -4.82
H 8.25 5.56 -6.58
H 6.33 4.81 -7.92
H 4.30 4.00 -6.83
H 8.33 4.88 -4.15
H 6.31 2.63 -0.28
H 4.55 1.44 0.76
H 2.45 0.86 -0.56
H 2.27 1.88 -2.90
*
```

Values from the calculation:
- LUMO: -0.058 hartree
- Frontier orbital gap: 0.2963 Ha
- HOMO energy: -0.3541 Ha
- Energy above the lowest of the compared OMol25 structures with the same formula, charge and spin: 0.00 kcal/mol

Atomic partial charges in e from the Mulliken method, atoms 1 to 6: number 1, Cl, carries -0.063; number 2, C, carries -0.600; number 3, C, carries -0.283; number 4, Cl, carries -0.200; number 5, H, carries 0.328; number 6, H, carries 0.341



No. 2
This record from the OMol25 dataset describes a cluster of 2 separate species, C4H3NO in total at a distorted geometry. The level of theory is ωB97M-V with the def2-TZVPD basis set.

```
! wB97M-V def2-TZVPD RIJCOSX def2/J DEFGRID3
* xyz 0 1
N 1.19 -1.72 -0.27
C 1.12 -0.56 0.05
C 1.33 0.72 -0.03
O 1.67 1.78 0.38
H 1.40 -2.07 -1.23
C -1.92 -0.02 0.00
C -1.51 1.00 0.56
H -2.15 -0.78 -0.68
H -1.13 1.65 1.23
*
```

Values from the calculation:
- LUMO: -0.035 hartree
- Frontier orbital gap: 0.2701 Ha
- HOMO energy: -0.3048 Ha
- SMILES: N=C=C=O.C#C
- Energy above the lowest of the compared OMol25 structures with the same formula, charge and spin: 103.16 kcal/mol

Atomic partial charges in e from the natural (NBO) method, atoms 1 to 6: number 1, N, carries -0.524; number 2, C, carries 0.093; number 3, C, carries 0.491; number 4, O, carries -0.441; number 5, H, carries 0.366; number 6, C, carries -0.215



No. 3
This record from the OMol25 dataset describes a structure of composition C5H14N2O at a distorted geometry. The level of theory is ωB97M-V with the def2-TZVPD basis set.

```
! wB97M-V def2-TZVPD RIJCOSX def2/J DEFGRID3
* xyz 0 1
C 0.25 -0.56 0.05
C 1.89 -1.18 -0.82
C -0.96 -1.24 -0.56
C 0.45 -0.87 1.52
C -1.91 2.14 -0.11
N 0.57 0.73 -0.32
N -0.71 1.68 0.54
O 2.99 -0.65 -0.19
H 2.89 0.31 -0.19
H 0.27 0.89 -1.29
H -0.28 2.21 1.29
H 1.80 -0.92 -1.88
H 1.83 -2.25 -0.65
H -1.85 -1.01 0.01
H 1.39 -0.44 1.86
H -0.81 -2.33 -0.56
H -1.12 -0.92 -1.59
H -0.37 -0.46 2.09
H 0.45 -1.95 1.67
H -2.23 1.48 -0.92
H -2.77 2.22 0.58
H -1.77 3.14 -0.54
*
```

Values from the calculation:
- LUMO: 0.033 hartree
- Frontier orbital gap: 0.3354 Ha
- HOMO energy: -0.3028 Ha
- Energy above the lowest of the compared OMol25 structures with the same formula, charge and spin: 119.02 kcal/mol

Atomic partial charges in e from the natural (NBO) method, atoms 1 to 6: number 1, C, carries 0.177; number 2, C, carries -0.027; number 3, C, carries -0.661; number 4, C, carries -0.651; number 5, C, carries -0.425; number 6, N, carries -0.479